{
  "formula": "C23H57Cl6LiN2NbO6P3S",
  "method": "ωB97M-V/def2-TZVPD",
  "gap_ev": 6.084,
  "de_lowest_ev": 0.4777,
  "species": ["C", "C", "C", "C", "C", "C", "C", "C", "C", "C", "C", "C", "C", "C", "C", "C", "Nb", "O", "C", "C", "C", "P", "O", "P", "S", "P", "N", "O", "H", "H", "H", "H", "H", "H", "H", "H", "H", "H", "H", "H", "H", "H", "H", "H", "H", "H", "H", "H", "H", "H", "H", "H", "H", "H", "H", "H", "H", "H", "H", "H", "H", "H", "H", "H", "H", "H", "H", "H", "H", "H", "H", "H", "H", "H", "H", "H", "C", "Cl", "Cl", "Cl", "H", "C", "Cl", "Cl", "Cl", "H", "C", "O", "H", "H", "H", "H", "C", "N", "O", "O", "H", "H", "H", "Li"],
  "xyz": [[10.319026, -3.489530, 1.468997], [8.860833, -3.077762, 1.225737], [8.553829, -2.822411, -0.241311], [7.153873, -2.281592, -0.465323], [6.864373, -1.911579, -1.907380], [5.442292, -1.384129, -2.144592], [5.376544, 0.132166, -2.275537], [3.979767, 0.683998, -2.570979], [3.157960, 1.116705, -1.359313], [1.838575, 1.759531, -1.774974], [1.167160, 2.561227, -0.649135], [-0.106861, 1.925767, -0.107789], [-1.175880, 1.620913, -1.175412], [-2.568067, 2.087983, -0.763205], [-3.211839, 1.170817, 0.292622], [-4.713865, 0.896399, 0.101275], [-5.573248, -1.151025, 0.490879], [-6.078771, -3.000882, 0.991215], [-6.920467, -3.944860, 0.344134], [-6.282355, -4.516071, -0.912922], [-6.678494, -5.976093, -1.180989], [-3.756865, -1.999164, -1.235877], [-2.860644, -3.107354, -0.631188], [-3.732020, -1.360477, 2.326299], [-4.180824, -0.155733, 3.794722], [-6.964495, -0.873101, -1.605682], [-6.189572, -0.790872, -3.125620], [-7.500764, 0.664326, -1.546400], [10.765739, -2.926271, 2.285864], [10.402774, -4.541692, 1.733316], [10.927738, -3.321694, 0.582069], [8.630724, -2.174446, 1.790777], [8.201248, -3.872132, 1.577483], [8.678265, -3.752833, -0.803096], [9.277153, -2.106356, -0.641260], [7.021410, -1.397013, 0.158335], [6.416622, -3.016912, -0.130089], [7.044720, -2.785559, -2.535633], [7.578441, -1.141167, -2.209170], [5.051515, -1.822116, -3.064117], [4.795851, -1.699775, -1.321376], [5.754372, 0.574637, -1.348080], [6.048426, 0.420931, -3.085014], [4.085702, 1.552046, -3.224554], [3.417632, -0.069682, -3.129800], [2.935131, 0.229404, -0.759395], [3.749280, 1.809781, -0.762187], [2.034350, 2.412284, -2.627517], [1.171670, 0.973566, -2.132011], [1.875095, 2.654091, 0.176318], [0.943189, 3.573595, -0.985861], [-0.544152, 2.576583, 0.651362], [0.173406, 1.000309, 0.403452], [-1.195577, 0.545146, -1.359653], [-0.894442, 2.110398, -2.109181], [-2.456167, 3.090925, -0.348682], [-3.207777, 2.163981, -1.643374], [-3.083015, 1.635373, 1.270796], [-2.618684, 0.251252, 0.311534], [-5.272945, 1.547957, 0.778276], [-4.991695, 1.183905, -0.917645], [-6.922723, -0.308621, 1.398136], [-7.888849, -3.487851, 0.122239], [-7.114596, -4.763450, 1.040111], [-5.205590, -4.452129, -0.763138], [-6.563712, -3.914318, -1.778270], [-7.430290, -6.325898, -0.476017], [-7.053450, -6.117128, -2.190971], [-5.817543, -6.632454, -1.076268], [-2.943545, -0.970636, -1.750893], [-4.270829, -2.510944, -2.436536], [-3.729477, -2.713719, 2.775413], [-2.366628, -1.269913, 1.880377], [-6.552523, -0.002761, -3.653522], [-6.402105, -1.621401, -3.668309], [-8.299887, 0.686545, -1.006250], [-1.118192, 6.473611, -0.852916], [-1.164869, 5.280503, -2.147897], [-1.257769, 5.693320, 0.722861], [0.348611, 7.446351, -0.944461], [-1.966353, 7.133237, -0.975097], [4.851630, 0.731174, 2.973268], [6.608288, 0.833775, 2.778780], [4.048620, 2.028137, 2.095674], [4.246895, -0.840441, 2.443807], [4.624372, 0.845443, 4.025093], [4.903186, 2.433435, 7.093651], [5.233687, 1.692100, 5.923771], [3.858533, 2.226792, 7.310933], [5.506736, 2.124656, 7.949823], [5.022615, 3.507770, 6.938236], [6.157807, 1.854062, 5.710930], [-7.781350, 3.635549, -0.156602], [-8.270680, 4.966003, -0.613512], [-9.384298, 5.310679, -0.277783], [-7.513423, 5.619013, -1.300887], [-8.558806, 3.182806, 0.447653], [-7.560152, 3.045487, -1.039965], [-6.877012, 3.798183, 0.421382], [-2.331528, -3.072677, 1.113014]],
  "forces_ev_per_a": [[0.0, 0.0, 0.1], [0.2, -0.1, -0.1], [-0.1, 0.0, 0.0], [-0.1, 0.0, 0.1], [-0.1, 0.0, 0.0], [0.1, 0.0, 0.0], [-0.1, -0.1, 0.2], [0.0, 0.0, 0.0], [0.0, -0.4, -0.4], [0.2, 0.1, 0.1], [0.0, -0.1, 0.0], [0.0, -0.3, 0.0], [0.2, 0.3, 0.2], [0.1, -0.1, 0.1], [0.0, 0.3, 0.0], [0.5, -0.3, 0.1], [-1.1, -0.6, 2.0], [0.3, 1.2, -0.9], [-0.1, -0.4, 0.4], [0.0, -0.2, 0.0], [0.2, 0.0, 0.0], [-0.4, 0.0, 0.1], [0.4, 0.1, 0.8], [0.1, 0.2, -0.5], [-0.1, 0.1, -0.1], [0.6, -0.7, 0.2], [-0.3, -0.1, -0.2], [-0.3, 0.5, -0.1], [0.0, 0.0, 0.0], [0.0, -0.1, -0.1], [0.1, 0.0, -0.1], [-0.1, 0.0, 0.1], [-0.1, 0.1, 0.2], [0.1, 0.0, -0.1], [0.1, 0.0, 0.0], [-0.1, 0.1, 0.2], [0.0, 0.0, 0.1], [0.1, 0.0, -0.1], [0.1, 0.0, -0.2], [-0.2, 0.0, 0.0], [-0.1, -0.1, 0.0], [0.1, 0.1, -0.1], [0.1, 0.1, 0.0], [-0.1, 0.0, -0.1], [-0.1, 0.0, -0.1], [0.2, 0.1, 0.3], [0.0, 0.0, 0.1], [0.0, 0.0, -0.1], [-0.1, 0.0, -0.1], [0.0, 0.1, 0.1], [0.0, 0.1, -0.1], [0.0, 0.1, 0.1], [0.0, 0.0, 0.1], [0.0, 0.0, -0.2], [0.0, 0.0, -0.1], [-0.2, 0.2, -0.1], [-0.1, 0.0, 0.0], [0.1, -0.2, 0.2], [0.0, -0.1, 0.0], [-0.2, 0.1, 0.0], [-0.2, 0.0, 0.0], [-0.3, 0.2, -0.7], [0.0, 0.1, 0.0], [0.1, 0.0, 0.1], [0.1, 0.1, -0.2], [0.2, 0.2, 0.0], [-0.2, 0.0, 0.0], [-0.1, 0.0, 0.0], [0.0, -0.1, 0.1], [0.0, 0.1, -0.2], [0.1, 0.0, -0.3], [0.3, -0.2, -0.1], [0.1, -0.1, 0.3], [0.1, 0.1, 0.0], [0.2, 0.0, 0.0], [0.0, 0.1, 0.1], [0.0, 0.0, 0.0], [0.0, 0.0, -0.1], [0.0, 0.0, 0.0], [0.0, 0.0, 0.0], [0.0, 0.0, 0.0], [-0.1, 0.0, 0.0], [0.0, 0.0, 0.0], [0.0, 0.1, 0.0], [0.1, -0.1, -0.1], [0.1, 0.0, 0.0], [0.0, 0.0, 0.0], [0.1, 0.0, 0.0], [0.0, 0.0, 0.0], [0.0, 0.0, 0.0], [0.0, 0.0, 0.0], [0.0, 0.0, 0.0], [-0.1, 0.0, 0.1], [0.0, 0.0, 0.0], [0.0, 0.0, 0.0], [0.0, 0.0, 0.0], [0.0, 0.0, 0.0], [0.1, 0.0, 0.0], [0.0, 0.0, -0.1], [-0.1, -0.3, -0.7]]
}

{
  "formula": "C23H57N4O7P",
  "method": "ωB97M-V/def2-TZVPD",
  "gap_ev": 8.804,
  "smiles": "CCOCCOP(CCCCCN)CC(=O)O.COC[C@@H](C)N.COC[C@@H](C)N.COC[C@@H](C)N",
  "de_lowest_ev": 0.8836,
  "species": ["C", "C", "O", "C", "C", "O", "P", "C", "C", "C", "C", "C", "N", "C", "C", "O", "O", "H", "H", "H", "H", "H", "H", "H", "H", "H", "H", "H", "H", "H", "H", "H", "H", "H", "H", "H", "H", "H", "H", "H", "H", "C", "O", "C", "C", "C", "N", "H", "H", "H", "H", "H", "H", "H", "H", "H", "H", "H", "C", "O", "C", "C", "C", "N", "H", "H", "H", "H", "H", "H", "H", "H", "H", "H", "H", "C", "O", "C", "C", "C", "N", "H", "H", "H", "H", "H", "H", "H", "H", "H", "H", "H"],
  "xyz": [[4.150129, 5.018933, 0.870393], [2.810616, 5.476382, 1.479495], [2.091175, 6.411424, 0.701560], [1.806772, 5.993770, -0.616240], [1.300065, 4.574291, -0.766173], [0.269745, 4.278645, 0.183445], [-0.535963, 2.876176, -0.243353], [-0.401066, 1.638986, 1.122360], [0.645734, 0.532617, 0.870476], [1.920439, 1.146232, 0.268113], [3.181147, 0.309690, 0.486092], [3.161270, -0.926852, -0.417672], [3.053418, -0.595722, -1.852951], [-2.348723, 3.345096, -0.189172], [-2.570537, 4.799331, -0.502799], [-2.968957, 5.141494, -1.526417], [-2.319396, 5.693935, 0.449905], [4.555804, 5.737044, 0.170925], [4.829264, 4.870417, 1.702322], [4.044354, 4.037990, 0.419610], [2.200479, 4.631388, 1.795713], [3.066393, 6.001781, 2.393815], [2.637504, 6.167343, -1.301298], [1.009860, 6.644832, -0.966053], [2.112665, 3.856182, -0.749386], [0.874364, 4.495802, -1.765490], [-1.372370, 1.145756, 1.175215], [-0.277004, 2.160966, 2.074449], [0.933991, 0.063556, 1.809347], [0.257025, -0.256674, 0.236186], [1.727009, 1.350760, -0.781873], [2.059154, 2.120152, 0.742444], [3.233228, 0.030055, 1.535494], [4.043383, 0.920773, 0.217992], [2.305248, -1.531927, -0.127102], [4.099876, -1.453301, -0.269276], [3.876445, -0.949160, -2.325927], [3.097034, 0.408107, -1.990848], [-2.927142, 2.716850, -0.845377], [-2.680912, 3.151036, 0.836636], [-1.900910, 5.233951, 1.193522], [-1.193733, -1.257095, -2.373108], [-2.002782, -0.554565, -1.441227], [-3.377481, -0.496014, -1.769768], [-4.182756, -1.742628, -1.370360], [-3.971457, -2.928855, -2.306211], [-3.894471, -2.163766, 0.004655], [-1.543814, -1.120233, -3.399539], [-1.156724, -2.320085, -2.128695], [-0.178498, -0.863860, -2.297181], [-3.774979, 0.355107, -1.207002], [-3.509726, -0.259350, -2.833426], [-5.241061, -1.469585, -1.423855], [-3.011665, -3.419190, -2.145795], [-4.746082, -3.678719, -2.140795], [-4.024704, -2.619356, -3.352399], [-4.128307, -1.404723, 0.639756], [-2.884371, -2.252473, 0.091042], [-1.074074, -3.691705, -5.358860], [-1.124637, -4.311583, -4.086281], [-1.381923, -5.703858, -4.109611], [-0.144984, -6.579721, -4.366171], [0.296059, -6.602441, -5.826137], [0.992964, -6.178605, -3.533081], [-1.780678, -4.145131, -6.059511], [-0.063426, -3.726841, -5.771315], [-1.340053, -2.642582, -5.227114], [-1.761669, -5.944007, -3.112144], [-2.188926, -5.933626, -4.817501], [-0.418102, -7.603309, -4.093062], [0.808596, -5.685824, -6.117415], [0.991838, -7.424524, -5.995027], [-0.556929, -6.745290, -6.493188], [0.731467, -6.258083, -2.553749], [1.134406, -5.179884, -3.667116], [-1.302058, 0.508725, 4.878188], [0.089454, 0.540200, 4.617867], [0.861312, 1.180709, 5.618787], [1.211510, 0.295055, 6.825637], [0.052902, 0.100277, 7.798403], [1.711149, -1.020318, 6.413694], [-1.645139, 1.410805, 5.392477], [-1.561156, -0.378517, 5.459691], [-1.815677, 0.436482, 3.918504], [1.797356, 1.460207, 5.126154], [0.380345, 2.115615, 5.934771], [2.011913, 0.803564, 7.371184], [-0.690066, -0.602068, 7.421234], [0.419997, -0.300615, 8.743266], [-0.447249, 1.047847, 8.010234], [2.544734, -0.895771, 5.844961], [1.032743, -1.417894, 5.768038]],
  "forces_ev_per_a": [[-0.7, -0.5, 0.6], [0.9, 0.4, 0.2], [0.0, -0.3, -0.1], [-0.9, 0.2, 0.2], [0.0, 0.3, -0.5], [-0.3, -0.6, 0.5], [0.1, -0.8, -1.8], [-0.4, 0.0, 0.1], [0.7, 0.9, 0.1], [-0.1, -0.1, 0.5], [-0.6, 0.2, -1.0], [0.3, 0.6, 0.1], [0.3, 0.1, 0.0], [0.8, 0.2, 2.1], [1.0, -1.9, 2.6], [-1.7, 1.6, -4.6], [0.5, 0.1, 1.2], [0.1, 0.1, -0.1], [0.4, 0.1, 0.0], [0.1, -0.1, -0.5], [-0.2, -0.2, -0.3], [-0.2, 0.3, 0.1], [0.3, -0.3, 0.0], [-0.1, 0.3, 0.1], [0.1, -0.3, 0.5], [0.0, 0.0, -0.2], [-0.3, 0.2, 0.0], [0.3, -0.1, 0.1], [-0.2, 0.0, 0.3], [-0.3, 0.0, -0.2], [0.2, 0.0, -0.2], [0.1, 0.1, 0.1], [0.2, -0.1, 0.1], [0.2, 0.0, 0.2], [0.1, -0.4, 0.0], [-0.1, -0.5, 0.2], [-0.1, -0.1, -0.1], [-0.1, 0.0, 0.0], [0.1, -0.1, -0.4], [-0.2, 0.0, 0.0], [0.0, 0.4, 0.0], [0.3, 0.0, 0.3], [-0.1, 0.1, -0.2], [-0.2, 0.2, 0.1], [0.3, -0.2, -0.1], [-0.1, -0.1, -0.1], [0.0, 0.2, 0.0], [-0.1, 0.0, 0.0], [0.0, -0.1, -0.2], [0.0, 0.1, 0.0], [0.0, 0.0, 0.0], [0.0, -0.1, 0.0], [0.0, 0.1, 0.0], [0.0, 0.1, 0.0], [0.0, 0.0, 0.1], [0.0, 0.0, 0.0], [-0.1, -0.1, 0.0], [0.0, -0.1, 0.0], [0.1, 0.2, 0.2], [-0.1, -0.1, -0.2], [-0.1, -0.2, 0.3], [0.1, 0.3, -0.2], [0.0, -0.2, -0.1], [-0.2, 0.0, 0.1], [0.0, -0.1, 0.0], [-0.1, 0.0, -0.1], [0.0, 0.0, 0.0], [0.0, 0.1, 0.0], [0.1, 0.0, -0.1], [-0.1, 0.0, 0.1], [0.0, 0.0, 0.1], [0.0, 0.0, 0.0], [0.0, 0.0, 0.0], [0.1, -0.1, 0.0], [0.1, 0.0, -0.1], [0.0, -0.3, -0.2], [-0.1, 0.2, 0.1], [0.3, 0.1, 0.0], [-0.3, -0.2, -0.1], [0.0, 0.1, 0.2], [0.1, 0.2, -0.2], [0.0, 0.0, 0.1], [-0.1, 0.1, 0.1], [0.0, 0.0, 0.0], [0.0, 0.0, 0.0], [-0.1, -0.1, 0.1], [0.0, 0.0, -0.1], [0.0, 0.0, -0.1], [0.0, 0.0, 0.0], [0.0, 0.0, 0.0], [0.1, 0.0, 0.1], [0.0, -0.1, 0.1]]
}